Entry 1:
19
Properties=species:S:1:pos:R:3:forces:R:3:mulliken_charge:R:1 method="wB97M-V/def2-TZVPD" homo_lumo_gap_ev=5.34
I -0.32034 -2.59403 2.23755 -0.3 -6.9 3.3 -0.413
S -2.78693 0.04860 0.01341 -1.1 0.9 -0.8 -0.027
S -2.14817 1.47950 -1.39700 -0.2 1.2 -0.8 -0.208
O 0.71119 -0.56485 1.84118 -2.6 4.4 -8.0 -0.496
N 0.82835 0.26279 -0.45934 -0.4 -0.2 1.4 0.098
C 1.32733 1.57507 0.16009 -0.3 0.4 1.4 -0.751
C 0.07156 -0.44030 0.64566 3.9 0.3 4.9 0.182
C 2.01361 -0.55035 -0.95606 1.1 -0.2 -0.6 -0.770
C -1.41812 -1.11659 0.53978 1.8 -2.0 -1.3 -0.678
H 2.50863 -1.15034 -0.07751 -0.9 1.0 -1.7 0.316
H 2.82342 0.22827 -1.35670 -1.9 -1.7 0.8 0.300
H -3.72034 -0.75639 -0.68823 1.2 0.6 0.5 0.248
H -2.77345 2.72475 -1.22219 0.1 -1.3 0.3 0.182
H -1.71078 -1.50646 1.62907 -0.3 1.2 -1.2 0.428
H 0.49170 1.88061 0.95497 2.0 -0.3 -1.9 0.288
H -1.42875 -2.08743 -0.14906 0.0 2.6 1.2 0.482
H 1.74317 -1.26442 -1.87163 0.4 1.5 2.2 0.233
H 2.32312 1.39495 0.78955 -2.1 0.5 -1.4 0.334
H 1.46480 2.43663 -0.63353 -0.3 -2.0 1.4 0.252

Entry 2:
24
Properties=species:S:1:pos:R:3:forces:R:3:mulliken_charge:R:1 method="wB97M-V/def2-TZVPD" e_above_lowest_ev=2.795 homo_lumo_gap_ev="8.73 / 6.74" spin_multiplicity=3
S 3.48298 1.14887 -0.69765 -0.1 0.1 0.0 -0.122
S -0.94475 -1.80216 -1.74938 0.0 0.5 -0.4 -0.072
O 1.20959 0.25802 2.19937 0.4 -0.6 -0.5 -0.640
O -1.82824 0.00345 -0.18717 0.1 1.3 -1.7 -0.397
O 2.22861 -1.51459 1.42338 -1.0 1.3 -0.1 -0.637
O -0.14657 1.59763 -0.56250 0.2 -1.8 0.1 -0.311
N 1.36729 -0.61500 1.35068 0.8 -0.9 0.0 1.118
C 0.46044 -1.47533 -0.82930 0.3 -1.4 1.6 0.644
C 0.43055 -0.64805 0.24885 -0.7 1.5 -1.0 -0.246
C 1.59800 -2.40924 -1.19580 0.5 1.3 2.0 -1.113
C -0.87435 2.73448 -0.23815 -3.7 -1.8 3.6 -0.566
C -0.60515 0.48630 0.22753 1.9 0.9 2.1 -0.148
C -2.68571 -0.53575 0.77941 -0.8 0.9 0.6 -0.651
H 1.98545 -3.04427 -0.38007 -0.9 0.0 -0.3 0.271
H 2.44011 -1.73403 -1.30190 0.3 0.1 -0.7 0.231
H -3.33425 0.27829 1.29657 1.3 -1.1 -0.6 0.220
H 3.27879 2.43217 -1.04872 0.0 -0.1 0.0 0.131
H -3.41055 -1.07350 0.10045 0.8 -0.4 1.6 0.264
H -1.96959 -0.99732 1.52450 -1.7 -0.5 -0.5 0.358
H 1.31933 -2.91777 -2.06247 0.1 -1.0 -1.4 0.447
H -2.00964 2.47220 -0.47265 2.1 1.3 0.0 0.212
H -0.92542 2.84606 1.00161 0.5 0.1 -3.0 0.230
H -0.46968 3.58895 -0.69783 0.3 0.9 -0.6 0.327
H -0.59725 0.92060 1.27126 -0.7 -0.7 -0.8 0.451

Entry 3:
13
Properties=species:S:1:pos:R:3:forces:R:3:mulliken_charge:R:1 method="wB97M-V/def2-TZVPD" e_above_lowest_ev=1.348 total_charge=+1 homo_lumo_gap_ev=9.76
O 0.08381 -0.43925 2.33228 -0.7 0.0 -1.1 -0.651
N 0.18488 -0.48219 -0.74197 0.3 -0.5 -0.6 -0.013
C 1.12406 -0.92389 -1.48658 1.1 -0.6 1.1 -0.116
C -0.99277 1.42610 0.03681 0.8 0.4 2.1 -0.546
C -0.60194 0.67418 -0.99260 -1.2 0.5 1.6 -0.025
H -0.73611 1.19043 1.14149 -0.1 0.2 -2.2 0.189
H -0.03032 -1.02072 0.10773 0.1 0.4 0.0 0.299
H 1.61096 -1.81165 -1.06823 -0.1 0.1 -0.5 0.259
H 0.87743 0.04334 2.54977 0.4 -0.2 0.5 0.330
H -1.49316 2.40197 -0.02967 -0.2 -0.8 -0.6 0.277
H 0.00772 -1.25072 2.83152 0.3 -0.1 0.5 0.308
H 1.61799 -0.44606 -2.34864 -1.0 0.1 0.3 0.325
H -1.10376 0.66834 -1.92270 0.2 0.5 -1.2 0.363

| no. | E_tot (eV) |
| --- | --- |
| 1 | -37609.8576 |
| 2 | -37742.6594 |
| 3 | -6769.8217 |